(1)
Density functional theory data (wB97M-V/def2-TZVPD) for a cluster of 10 separate species, C52H57ClN4O12 in total at a distorted geometry.

## Properties
energy: -97885.8018 eV
LUMO: 0.1 eV
highest occupied orbital energy: -0.28725 Ha
orbital gap: 7.87 eV
energy above the lowest of the compared OMol25 structures with the same formula, charge and spin: 0.0 kJ/mol
F_max: 14.07 eV/Å

Last column: Löwdin charge in e.
CARTESIAN COORDINATES (ANGSTROEM)
C (-2.44488, -1.96897, 0.39170)  -0.06
C (-3.05786, -0.54402, 0.48879)  -0.13
N (-2.05882, 0.54390, 0.77258)  -0.04
C (-1.88977, 1.56656, -0.17397)  0.08
C (-0.69580, 2.29238, 0.38525)  0.03
N (-0.33917, 1.61605, 1.53434)  -0.10
C (-1.04493, 0.47861, 1.69504)  0.03
C (0.93478, 1.79541, 2.10218)  -0.01
H (-3.47000, -2.76073, 0.41835)  0.17
H (-1.94785, -2.30037, 1.09601)  -0.08
H (-1.74813, -2.10585, -0.50291)  0.10
H (-3.68093, -0.69410, 1.36904)  0.11
H (-3.64991, -0.30646, -0.47152)  0.13
H (-2.22863, 1.68963, -1.12807)  0.09
H (-0.10599, 2.98841, -0.14313)  0.05
H (-1.00964, -0.19429, 2.45047)  0.12
H (1.13211, 2.79645, 2.56428)  0.10
H (1.77296, 1.57178, 1.27331)  0.13
H (1.04372, 1.15023, 3.02305)  0.11
Cl (0.92181, 2.53226, -2.71431)  -0.10
N (-2.74523, 5.75295, 3.13822)  0.04
C (-1.91479, 5.44414, 4.11305)  -0.18
C (-0.50508, 5.32958, 3.89202)  -0.05
C (-0.08561, 5.53395, 2.56040)  -0.09
C (-0.96444, 5.69792, 1.54613)  -0.09
C (-2.33783, 5.83905, 1.78497)  -0.05
H (-2.38225, 5.40820, 5.15565)  0.12
H (-0.06495, 5.10041, 4.78401)  0.06
H (1.04758, 5.31643, 2.48948)  0.11
H (-0.60943, 5.49274, 0.56157)  0.09
H (-3.03112, 6.10274, 1.13316)  0.05
N (-0.15722, -4.37254, 1.20212)  0.07
C (1.21305, -4.81527, 1.30376)  -0.10
C (1.54535, -6.05400, 1.81163)  -0.05
C (0.46614, -6.91417, 2.13520)  -0.08
C (-0.81640, -6.49558, 2.04572)  -0.07
C (-1.09157, -5.20208, 1.63217)  -0.14
H (1.98563, -4.23135, 1.08641)  0.04
H (2.56032, -6.45308, 1.83852)  0.11
H (0.87716, -7.84946, 2.61943)  0.13
H (-1.57544, -7.16904, 2.41973)  0.11
H (-1.91851, -4.53646, 1.72139)  0.09
C (-3.01541, 5.83193, -5.57346)  -0.01
C (-2.52688, 4.67272, -4.63933)  0.05
C (-1.86529, 5.25698, -3.44856)  -0.31
C (-1.49390, 6.61761, -3.33820)  -0.04
C (-1.81790, 7.50649, -4.30172)  -0.03
C (-2.67265, 7.18735, -5.43737)  -0.33
O (-2.95348, 8.11568, -6.40219)  0.05
O (-1.56787, 4.48550, -2.34917)  -0.04
H (-3.72364, 5.50259, -6.38305)  0.10
H (-2.68557, 3.44356, -4.64990)  0.16
H (-1.06959, 6.98423, -2.52632)  0.07
H (-1.52797, 8.56912, -4.18232)  0.12
H (-2.58794, 8.89628, -6.02560)  0.07
H (-0.98622, 3.88279, -2.71589)  -0.09
C (4.01516, -2.13569, 0.35478)  -0.02
C (4.65098, -3.30643, 0.28962)  -0.03
C (4.40262, -4.17500, -0.78830)  -0.34
C (3.66880, -3.74727, -1.81169)  -0.04
C (2.91790, -2.54967, -1.78714)  0.01
C (3.06275, -1.68249, -0.63985)  -0.27
O (2.41541, -0.50185, -0.43550)  0.00
O (5.06810, -5.38136, -0.84904)  0.06
H (3.93610, -1.55479, 1.20061)  0.08
H (5.30147, -3.62135, 1.01708)  0.10
H (3.52858, -4.36531, -2.66159)  0.11
H (2.42291, -2.13811, -2.69157)  0.12
H (1.62606, -0.48302, -1.10811)  0.12
H (4.74789, -5.92771, -0.20937)  0.04
C (3.06062, -2.90624, 4.01221)  0.03
C (4.30299, -2.30784, 4.68717)  0.05
C (4.16804, -1.15584, 5.56127)  -0.34
C (2.90898, -0.61310, 5.56852)  -0.08
C (1.80428, -1.12533, 5.00670)  -0.09
C (1.83790, -2.21048, 4.23046)  -0.39
O (0.77033, -2.60527, 3.51113)  0.00
O (5.28418, -0.44291, 5.92984)  0.05
H (3.32560, -3.81033, 3.46283)  0.09
H (5.34751, -2.65941, 4.47224)  0.11
H (2.64112, 0.38478, 6.12191)  0.16
H (0.72280, -0.58426, 5.01997)  0.17
H (0.83794, -3.28626, 2.73909)  0.10
H (4.86255, -0.19825, 6.73330)  0.07
C (5.02530, 1.81216, 1.38068)  0.03
C (3.84516, 2.31086, 0.59128)  0.02
C (3.25869, 3.57161, 1.03170)  -0.41
C (3.68869, 4.14835, 2.19099)  -0.04
C (4.74061, 3.58205, 3.03828)  0.01
C (5.39644, 2.41218, 2.58821)  -0.41
O (6.45436, 1.87245, 3.20162)  0.01
O (2.31144, 4.13479, 0.29992)  0.01
H (5.58010, 0.87316, 0.93262)  0.15
H (3.47432, 2.01792, -0.30876)  0.06
H (3.25472, 5.05552, 2.43715)  0.07
H (5.21855, 4.11328, 3.98066)  0.14
H (6.91032, 2.50244, 3.86726)  0.16
H (1.78287, 3.65513, -0.39740)  0.06
C (-5.88530, -1.78232, -1.44232)  0.01
C (-6.78802, -2.72033, -0.59292)  0.06
C (-6.60644, -4.11128, -0.46303)  -0.38
C (-5.55195, -4.67352, -1.21430)  -0.02
C (-4.66477, -3.87014, -2.07673)  0.02
C (-4.94277, -2.42696, -2.09938)  -0.42
O (-4.07808, -1.81576, -2.92543)  0.03
O (-7.43966, -4.88512, 0.25288)  0.00
H (-6.07140, -0.69642, -1.64713)  0.14
H (-7.45327, -2.15376, -0.14955)  0.04
H (-5.04536, -5.65375, -1.00236)  0.12
H (-3.80937, -4.34206, -2.64881)  0.13
H (-3.69457, -2.32146, -3.62442)  0.08
H (-7.55415, -5.85704, -0.15159)  0.19
C (-0.86217, -0.40212, -4.56425)  0.03
C (-1.05959, -1.14824, -5.83469)  0.07
C (-1.14812, -2.58192, -5.69863)  -0.27
C (-0.85594, -3.16731, -4.51957)  -0.03
C (-0.53016, -2.43214, -3.36789)  -0.01
C (-0.55742, -1.06882, -3.42372)  -0.34
O (0.04455, -0.37391, -2.35453)  -0.09
O (-1.35736, -3.32292, -6.92689)  -0.06
H (-0.77100, 0.72898, -4.60633)  0.12
H (-1.25214, -0.62581, -6.54842)  0.00
H (-0.62605, -4.13342, -4.65431)  0.08
H (-0.10462, -2.91724, -2.54362)  0.10
H (0.42009, 0.48509, -2.63983)  -0.09
H (-1.77022, -2.72620, -7.73522)  0.19

=====

(2)
Density functional theory data (wB97M-V/def2-TZVPD) for a cluster of 2 separate species, C6H7O2 in total at a distorted geometry.

## Properties
energy: -10427.9415 eV
LUMO: 4.1 eV
highest occupied orbital energy: -0.08352 Ha
orbital gap: 6.35 eV
total charge: -1
energy above the lowest of the compared OMol25 structures with the same formula, charge and spin: 250.6 kJ/mol
F_max: 2.74 eV/Å

Last column: natural (NBO) charge in e.
CARTESIAN COORDINATES (ANGSTROEM)
C (0.18317, 0.38442, 0.22561)  -0.17
C (-0.17817, -0.62306, -0.56298)  -0.31
C (-0.94363, -2.49586, 1.02699)  1.04
C (0.59298, 1.85133, 0.36705)  -0.52
C (0.47011, 0.89291, 1.55804)  -0.45
C (-0.20159, -0.32996, -2.08523)  -0.67
O (-0.17657, -2.55238, 1.92454)  -0.61
O (-1.92745, -2.68339, 0.42642)  -0.59
H (1.62511, 2.07813, -0.03578)  0.19
H (-0.12581, 2.61544, 0.25238)  0.19
H (-0.44763, 0.97316, 2.16432)  0.19
H (1.34155, 0.64365, 2.23682)  0.19
H (0.74914, -0.79048, -2.58015)  0.18
H (0.11742, 0.73815, -2.29253)  0.16
H (-1.07862, -0.70206, -2.62550)  0.19

=====

(3)
Density functional theory data (wB97M-V/def2-TZVPD) for a cluster of 2 separate species, C4H14N2O in total at a distorted geometry.

## Properties
energy: -9400.7158 eV
LUMO: 0.9 eV
highest occupied orbital energy: -0.30739 Ha
orbital gap: 9.26 eV
energy above the lowest of the compared OMol25 structures with the same formula, charge and spin: 278.9 kJ/mol
F_max: 3.74 eV/Å

Last column: natural (NBO) charge in e.
CARTESIAN COORDINATES (ANGSTROEM)
C (2.43040, 1.55884, -0.24754)  -0.42
N (1.27422, 0.70948, -0.07625)  -0.45
C (0.41843, 0.87777, -1.27900)  -0.44
C (1.38505, -0.65100, 0.27667)  -0.21
C (0.15517, -1.33890, 0.95071)  -0.22
N (-0.86464, -2.02927, 0.19717)  -0.90
H (2.88481, 1.58220, 0.77890)  0.19
H (2.19551, 2.62189, -0.44038)  0.21
H (3.33149, 1.22929, -0.75170)  0.18
H (0.58587, 1.87064, -1.73632)  0.21
H (0.66117, 0.13929, -2.04691)  0.16
H (-0.70596, 0.75261, -1.34595)  0.21
H (2.25221, -0.80041, 0.93141)  0.21
H (1.59493, -1.29724, -0.63473)  0.15
H (-0.17143, -0.69707, 1.79937)  0.17
H (0.65401, -2.10657, 1.56786)  0.18
H (-0.93016, -1.68115, -0.74629)  0.37
H (-1.51357, -2.73269, 0.44520)  0.39
O (-3.94411, 0.91947, 0.24734)  -0.94
H (-4.82294, 0.53625, 0.32366)  0.47
H (-3.35031, 0.25255, 0.60175)  0.47